{
  "formula": "C22H32ClF2O17PS",
  "method": "ωB97M-V with the def2-TZVPD basis set",
  "species": ["C", "C", "F", "C", "P", "O", "Cl", "C", "C", "S", "O", "O", "F", "O", "C", "O", "H", "H", "H", "H", "H", "H", "H", "H", "C", "C", "C", "O", "C", "O", "O", "H", "H", "H", "H", "H", "H", "C", "C", "C", "O", "C", "O", "O", "H", "H", "H", "H", "H", "H", "C", "C", "C", "O", "C", "O", "O", "H", "H", "H", "H", "H", "H", "C", "C", "C", "O", "C", "O", "O", "H", "H", "H", "H", "H", "H"],
  "xyz": [[-3.96, -0.12, 0.86], [-2.54, -0.70, 1.07], [-2.25, -1.53, -0.03], [-1.40, 0.35, 1.13], [-1.30, 1.27, -0.52], [-1.51, 2.86, -0.11], [0.64, 1.15, -1.28], [-0.13, -0.34, 1.69], [0.33, 0.42, 2.96], [-0.19, -0.25, 4.61], [-1.11, -1.32, 4.46], [0.93, -0.59, 5.41], [-0.94, 0.96, 5.33], [-0.27, 1.68, 2.85], [-1.52, 1.48, 2.21], [-2.44, 2.09, 2.53], [-4.55, -0.31, 1.76], [-4.43, -0.65, 0.04], [-3.93, 0.97, 0.65], [-2.51, -1.33, 1.98], [-1.97, 3.30, -0.85], [-0.15, -1.44, 1.78], [0.73, -0.19, 1.00], [1.43, 0.35, 3.00], [4.83, 3.67, -4.01], [3.41, 3.68, -4.50], [2.46, 4.51, -3.67], [1.21, 3.88, -3.93], [1.48, 2.57, -4.21], [0.65, 1.72, -4.30], [2.81, 2.38, -4.38], [5.32, 4.63, -4.20], [4.88, 3.46, -2.94], [5.40, 2.89, -4.51], [3.38, 3.97, -5.55], [2.44, 5.56, -3.98], [2.67, 4.46, -2.60], [2.05, -0.98, 8.34], [1.76, -2.04, 9.38], [0.30, -2.40, 9.50], [0.23, -2.88, 10.85], [1.21, -2.24, 11.55], [1.32, -2.26, 12.73], [2.05, -1.57, 10.70], [1.93, -1.38, 7.34], [1.39, -0.12, 8.46], [3.07, -0.61, 8.46], [2.38, -2.93, 9.19], [0.00, -3.18, 8.80], [-0.37, -1.55, 9.40], [3.81, -1.15, -6.61], [5.13, -0.48, -6.87], [6.23, -0.86, -5.92], [7.08, 0.29, -5.96], [6.29, 1.35, -6.28], [6.64, 2.49, -6.22], [5.06, 0.94, -6.65], [3.84, -2.20, -6.88], [3.52, -1.07, -5.56], [3.01, -0.66, -7.19], [5.43, -0.63, -7.91], [6.76, -1.76, -6.23], [5.88, -0.99, -4.89], [-8.28, -3.05, -3.26], [-7.67, -1.86, -2.55], [-6.21, -1.64, -2.84], [-5.78, -0.96, -1.66], [-6.61, -1.35, -0.65], [-6.43, -1.11, 0.50], [-7.66, -2.05, -1.13], [-8.38, -2.85, -4.33], [-7.67, -3.94, -3.13], [-9.26, -3.28, -2.85], [-8.26, -0.96, -2.76], [-6.03, -1.04, -3.72], [-5.64, -2.58, -2.91]],
  "mulliken_charge": [-1.17, 0.13, -0.41, 1.54, 0.47, -0.54, -0.27, -1.04, 0.02, 1.24, -0.61, -0.60, -0.24, -0.42, -0.57, -0.40, 0.38, 0.21, 0.33, 0.50, 0.37, 0.39, 0.20, 0.52, -1.10, 0.57, -0.52, -0.32, 0.53, -0.50, -0.24, 0.40, 0.35, -0.04, 0.25, 0.33, 0.29, -1.44, 0.63, -0.47, -0.33, 0.61, -0.52, -0.37, 0.41, 0.30, 0.37, 0.24, 0.30, 0.31, -1.43, 0.51, -0.53, -0.34, 0.68, -0.55, -0.29, 0.39, 0.32, 0.36, 0.25, 0.31, 0.31, -1.45, 0.50, -0.53, -0.33, 0.67, -0.52, -0.35, 0.38, 0.35, 0.35, 0.25, 0.30, 0.33],
  "smiles": "C[C@@H](F)[C@]1(P(O)Cl)C[C@H](S(=O)(=O)F)OC1=O.C[C@@H]1COC(=O)O1.C[C@@H]1COC(=O)O1.C[C@@H]1COC(=O)O1.C[C@@H]1COC(=O)O1",
  "max_force_ev_per_a": 3.25,
  "e_above_lowest_ev": 0.000,
  "total_charge": 0
}

{
  "formula": "C34H89N5O14",
  "method": "ωB97M-V with the def2-TZVPD basis set",
  "species": ["C", "O", "C", "C", "N", "C", "C", "O", "C", "H", "H", "H", "H", "H", "H", "H", "H", "H", "H", "H", "H", "H", "H", "H", "C", "O", "C", "C", "N", "C", "C", "O", "C", "H", "H", "H", "H", "H", "H", "H", "H", "H", "H", "H", "H", "H", "H", "H", "C", "O", "C", "C", "N", "C", "C", "O", "C", "H", "H", "H", "H", "H", "H", "H", "H", "H", "H", "H", "H", "H", "H", "H", "C", "O", "C", "C", "N", "C", "C", "O", "C", "H", "H", "H", "H", "H", "H", "H", "H", "H", "H", "H", "H", "H", "H", "H", "C", "O", "C", "C", "N", "C", "C", "O", "C", "H", "H", "H", "H", "H", "H", "H", "H", "H", "H", "H", "H", "H", "H", "H", "C", "C", "O", "O", "H", "H", "H", "H", "H", "H", "C", "O", "H", "H", "H", "H", "C", "O", "H", "H", "H", "H"],
  "xyz": [[-11.14, 9.16, 19.47], [-11.99, 10.32, 19.46], [-11.18, 11.43, 19.66], [-12.10, 12.66, 19.66], [-12.69, 12.92, 18.36], [-13.35, 11.94, 17.63], [-14.01, 12.61, 16.37], [-14.90, 13.58, 16.88], [-15.30, 14.52, 15.80], [-10.20, 9.22, 18.94], [-11.67, 8.31, 18.93], [-10.99, 8.80, 20.46], [-10.44, 11.58, 18.81], [-10.59, 11.46, 20.57], [-11.54, 13.51, 19.98], [-12.80, 12.50, 20.51], [-13.11, 13.84, 18.41], [-14.17, 11.38, 18.10], [-12.68, 11.18, 17.23], [-14.54, 11.93, 15.75], [-13.27, 13.19, 15.84], [-14.45, 15.16, 15.56], [-16.11, 15.19, 16.27], [-15.61, 14.08, 14.89], [-7.29, 4.26, 15.59], [-7.59, 4.57, 16.91], [-7.27, 3.55, 17.83], [-7.55, 4.16, 19.16], [-8.93, 4.54, 19.22], [-9.48, 5.02, 20.40], [-9.67, 3.97, 21.53], [-10.61, 4.57, 22.44], [-10.99, 3.58, 23.36], [-7.64, 5.15, 14.89], [-7.63, 3.41, 15.14], [-6.16, 4.23, 15.44], [-6.17, 3.27, 17.80], [-7.86, 2.62, 17.69], [-6.84, 5.03, 19.31], [-7.39, 3.48, 19.97], [-9.20, 4.93, 18.32], [-10.53, 5.33, 20.24], [-8.98, 5.91, 20.84], [-8.81, 3.73, 22.18], [-10.08, 3.02, 21.23], [-10.21, 3.23, 24.04], [-11.34, 2.66, 22.79], [-11.90, 3.93, 23.86], [-17.47, 6.54, 21.25], [-17.41, 5.23, 21.68], [-17.23, 4.29, 20.73], [-17.59, 2.85, 21.21], [-16.64, 2.45, 22.23], [-16.69, 2.99, 23.63], [-15.70, 2.07, 24.28], [-16.24, 0.78, 24.39], [-15.35, -0.22, 24.90], [-17.90, 7.13, 22.04], [-18.12, 6.64, 20.37], [-16.52, 6.97, 20.97], [-16.18, 4.29, 20.37], [-17.86, 4.49, 19.84], [-17.49, 2.25, 20.26], [-18.68, 2.80, 21.38], [-16.49, 1.47, 22.24], [-17.68, 2.87, 24.01], [-16.50, 4.04, 23.74], [-15.42, 2.29, 25.30], [-14.78, 2.06, 23.65], [-15.98, -1.20, 24.96], [-14.89, 0.01, 25.84], [-14.54, -0.35, 24.19], [-14.51, 2.09, 16.35], [-14.01, 3.31, 15.91], [-12.65, 3.46, 16.19], [-12.49, 4.24, 17.47], [-13.31, 5.43, 17.37], [-13.52, 5.94, 18.70], [-14.33, 7.22, 18.75], [-15.71, 6.89, 18.54], [-16.47, 7.83, 17.71], [-15.55, 2.03, 15.96], [-14.53, 2.06, 17.45], [-13.93, 1.26, 15.91], [-12.12, 4.02, 15.43], [-12.13, 2.52, 16.33], [-11.44, 4.67, 17.68], [-12.77, 3.58, 18.24], [-14.20, 5.30, 16.84], [-12.50, 6.04, 19.19], [-14.07, 5.23, 19.32], [-14.02, 7.94, 17.93], [-14.18, 7.80, 19.67], [-17.53, 7.54, 17.63], [-16.01, 7.77, 16.74], [-16.44, 8.83, 18.18], [-18.34, 9.50, 24.78], [-17.09, 8.84, 24.80], [-16.68, 8.41, 26.07], [-15.54, 7.40, 25.75], [-14.43, 8.03, 25.16], [-13.19, 7.25, 25.11], [-12.20, 7.98, 24.28], [-11.07, 7.14, 24.27], [-10.23, 7.45, 23.19], [-19.17, 8.73, 24.70], [-18.38, 10.25, 24.00], [-18.46, 10.11, 25.68], [-17.48, 7.99, 26.75], [-16.34, 9.30, 26.62], [-16.05, 6.61, 25.18], [-15.30, 6.80, 26.67], [-14.61, 8.49, 24.29], [-13.39, 6.30, 24.62], [-12.90, 7.18, 26.17], [-11.94, 8.92, 24.78], [-12.48, 8.13, 23.25], [-10.68, 7.13, 22.26], [-9.24, 6.97, 23.33], [-9.97, 8.53, 23.28], [-12.90, 0.42, 20.26], [-14.33, -0.17, 20.15], [-14.56, -0.50, 18.81], [-12.92, 1.70, 19.63], [-12.30, -0.27, 19.68], [-12.51, 0.47, 21.30], [-15.11, 0.50, 20.55], [-14.39, -1.08, 20.67], [-14.47, 0.21, 18.22], [-13.44, 2.27, 20.23], [-14.13, 4.95, 22.14], [-14.13, 3.58, 21.64], [-14.47, 4.95, 23.14], [-13.13, 5.44, 21.98], [-14.85, 5.47, 21.54], [-14.95, 3.12, 21.92], [-15.12, 10.71, 21.77], [-14.13, 9.70, 21.50], [-15.96, 10.76, 21.09], [-15.50, 10.42, 22.79], [-14.74, 11.75, 21.81], [-13.51, 10.13, 20.88]],
  "mulliken_charge": [-1.09, 0.20, -0.72, -0.68, -0.28, -0.10, -0.87, -0.32, -0.79, 0.52, 0.04, 0.41, 0.37, 0.48, 0.50, 0.07, 0.25, 0.13, 0.16, 0.46, 0.44, 0.33, 0.22, 0.32, -0.89, -0.24, -0.53, -0.76, 0.28, 0.45, -0.87, 0.16, -0.62, 0.22, 0.39, 0.31, 0.37, 0.28, 0.26, 0.44, 0.30, -0.88, 0.13, 0.43, 0.40, 0.40, 0.07, 0.06, -0.41, -0.34, 0.73, -1.47, 0.00, -0.69, -0.06, -0.42, -0.71, 0.19, 0.32, 0.02, -0.61, 0.51, 0.36, 0.34, 0.29, 0.54, 0.04, 0.61, -0.04, 0.22, 0.33, 0.26, -0.24, -0.36, -0.95, 1.02, -0.36, 1.32, -0.74, -0.03, -0.93, 0.31, -0.22, 0.36, 0.44, 0.40, -0.25, -0.41, 0.49, -1.10, -0.14, 0.57, 0.10, 0.23, 0.39, 0.25, -0.97, -0.09, -0.81, -0.07, -0.13, -0.30, -0.20, -0.34, -0.31, 0.27, 0.23, 0.44, 0.41, 0.40, -0.26, 0.52, 0.14, -0.11, 0.28, 0.31, 0.14, -0.17, 0.28, 0.40, -0.61, -0.18, -0.58, -0.33, 0.34, 0.24, -0.02, 0.43, 0.29, 0.11, -0.13, 0.56, 0.30, 0.13, -0.62, -0.19, -0.53, -0.14, 0.27, 0.03, 0.26, -0.01],
  "smiles": "COCCNCCOC.COCCNCCOC.COCCNCCOC.COCCNCCOC.COCCNCCOC.OCCO.CO.CO",
  "max_force_ev_per_a": 5.27,
  "total_charge": 0
}

| no. | E_HOMO (eV) |
| --- | --- |
| 1 | -9.230 |
| 2 | -8.166 |